[1]
32
Properties=species:S:1:pos:R:3 method="wB97M-V/def2-TZVPD" multiplicity=6 lumo_energy_ev="-0.34 / -2.92" homo_ev="-7.31 / -8.12"
Ir 0.074 0.073 -0.135
S 1.968 -3.066 3.405
Sb 0.652 -1.236 2.762
S 1.874 0.267 1.362
S -0.885 -1.758 1.030
S -0.317 -0.267 4.535
C -3.390 1.914 1.489
P -1.811 2.620 1.089
C -2.101 4.278 0.518
C -0.863 2.710 2.579
O -1.110 1.822 0.001
H -3.927 2.536 2.208
H -3.233 0.918 1.909
H -3.971 1.826 0.570
H -2.635 4.862 1.270
H -2.692 4.231 -0.398
H -1.143 4.749 0.296
H -1.351 3.358 3.310
H 0.128 3.101 2.340
H -0.745 1.704 3.001
S 0.249 -0.439 -2.355
C 1.332 -1.828 -2.538
C 2.183 -2.286 -1.533
C 3.002 -3.385 -1.760
C 2.981 -4.037 -2.984
C 2.140 -3.579 -3.989
C 1.320 -2.482 -3.770
H 2.214 -1.775 -0.581
H 3.660 -3.731 -0.971
H 3.620 -4.895 -3.156
H 2.118 -4.080 -4.948
H 0.661 -2.125 -4.554

[2]
27
Properties=species:S:1:pos:R:3 method="wB97M-V/def2-TZVPD" lumo_energy_ev="0.29 / 0.32" homo_ev="-3.68 / -3.52"
C -0.409 0.178 -2.229
C -1.216 1.206 -1.649
C -0.341 2.189 -1.075
C 1.021 1.748 -1.281
C 0.984 0.502 -1.978
Lu -0.020 0.190 0.163
P -0.063 -2.583 0.379
H -0.761 -0.669 -2.808
H -2.298 1.273 -1.679
H -0.644 3.145 -0.659
H 1.845 -0.048 -2.340
H 1.918 2.312 -1.044
H 1.056 -3.382 -0.032
H -1.139 -3.348 -0.179
H -0.170 -3.063 1.731
C 1.184 3.215 2.107
C 0.983 1.911 2.779
N 0.609 0.731 2.251
C 0.567 -0.200 3.317
C 0.914 0.448 4.458
N 1.170 1.772 4.097
H 0.455 3.948 2.487
H 2.204 3.580 2.303
H 1.052 3.112 1.024
H 0.298 -1.227 3.138
H 1.003 0.089 5.469
H 1.449 2.533 4.708

[3]
24
Properties=species:S:1:pos:R:3 method="wB97M-V/def2-TZVPD" charge=+1 lumo_energy_ev=-3.62 homo_ev=-13.12
C -0.318 -0.450 -0.679
C -1.574 -0.389 -0.224
C 0.881 -1.169 -0.490
C 1.658 -2.209 -0.552
C -1.420 1.052 0.152
C 1.377 0.289 0.217
C -2.596 -1.377 0.214
C 1.522 0.430 1.703
C 0.354 1.695 -1.536
N 0.064 0.942 -0.279
H 2.674 -2.232 -0.109
H 1.335 -3.082 -1.110
H -1.805 1.865 -0.427
H -1.536 1.422 1.236
H 2.332 0.772 -0.154
H -3.676 -0.818 0.148
H -2.482 -1.487 1.353
H -2.751 -2.307 -0.424
H 0.598 -0.015 2.332
H 1.545 1.398 2.087
H 2.416 -0.194 2.187
H -0.457 2.160 -2.030
H 0.985 2.621 -1.263
H 0.874 1.082 -2.354

[4]
26
Properties=species:S:1:pos:R:3 method="wB97M-V/def2-TZVPD" smiles=Cc1cc(CN)c(O)c(CN)c1 lumo_energy_ev=0.69 homo_ev=-8.42
C 0.742 3.335 0.035
C 0.375 1.832 -0.044
C -0.909 1.382 -0.330
C -1.264 0.069 -0.317
C -2.647 -0.443 -0.572
N -3.265 -1.122 0.616
C -0.249 -0.866 0.009
O -0.553 -2.202 -0.067
C 1.031 -0.461 0.310
C 2.129 -1.470 0.546
N 2.505 -2.246 -0.660
C 1.360 0.869 0.199
H 1.835 3.505 0.066
H 0.279 3.962 -0.764
H 0.396 3.777 0.974
H -1.629 2.168 -0.606
H -3.299 0.401 -0.809
H -2.680 -1.146 -1.432
H -3.282 -0.464 1.431
H -2.605 -1.858 0.930
H 0.198 -2.744 0.228
H 1.856 -2.242 1.271
H 3.008 -1.034 0.976
H 2.671 -1.495 -1.373
H 1.645 -2.708 -1.027
H 2.351 1.199 0.407

[5]
27
Properties=species:S:1:pos:R:3 method="wB97M-V/def2-TZVPD" smiles="O=c1cc[nH]c(=O)[nH]1.C1CCCC1" lumo_energy_ev=0.48 homo_ev=-9.54
O -2.111 -2.164 -1.219
C -2.188 -1.132 -0.609
C -2.635 -1.016 0.788
C -2.819 0.225 1.306
N -2.396 1.332 0.602
C -1.906 1.306 -0.708
O -1.552 2.331 -1.284
N -1.916 0.083 -1.273
H -2.928 -1.889 1.342
H -3.084 0.327 2.321
H -2.476 2.246 1.040
H -1.671 0.067 -2.265
C 2.401 0.971 0.374
C 1.517 0.099 1.198
C 1.500 -1.276 0.433
C 1.741 -0.892 -1.014
C 2.098 0.612 -1.064
H 2.314 2.011 0.588
H 3.413 0.671 0.530
H 0.489 0.565 1.273
H 1.828 0.009 2.213
H 0.593 -1.855 0.731
H 2.268 -1.926 0.841
H 0.782 -1.062 -1.516
H 2.463 -1.623 -1.442
H 1.303 1.212 -1.453
H 2.971 0.768 -1.737

[6]
27
Properties=species:S:1:pos:R:3 method="wB97M-V/def2-TZVPD" smiles="CC1(C)C/C1=C1/N[C@@]1(C)N.O=C=O" lumo_energy_ev=0.62 homo_ev=-8.26
C 0.079 1.985 0.044
C -0.964 0.994 0.542
C -2.327 1.272 -0.030
C -0.642 0.065 1.702
C -0.502 -0.457 0.400
C 0.151 -1.295 -0.413
N 0.316 -1.751 -1.715
C 0.817 -2.581 -0.626
C 0.115 -3.914 -0.248
N 2.220 -2.488 -0.376
H 1.176 1.579 0.308
H 0.196 3.033 0.541
H 0.042 2.168 -1.066
H -2.270 2.335 -0.253
H -3.223 0.902 0.496
H -2.466 0.749 -1.057
H -1.558 -0.197 2.376
H 0.196 0.216 2.319
H 0.967 -1.340 -2.358
H -0.988 -3.625 -0.184
H 0.640 -4.204 0.754
H 0.276 -4.548 -1.054
H 2.741 -3.150 -1.029
H 2.502 -2.862 0.482
O 0.613 5.787 -0.951
C 0.826 5.697 0.145
O 1.067 5.631 1.251

[7]
27
Properties=species:S:1:pos:R:3 method="wB97M-V/def2-TZVPD" smiles="O=c1cc[nH]c(=O)[nH]1.C1CCCC1" lumo_energy_ev=0.49 homo_ev=-9.34
O 0.915 -1.997 -1.623
C 1.370 -1.154 -0.876
C 1.836 -1.465 0.503
C 2.786 -0.709 1.115
N 3.279 0.403 0.546
C 2.631 1.033 -0.569
O 3.065 2.081 -1.019
N 1.780 0.228 -1.210
H 1.692 -2.534 0.859
H 3.222 -1.063 2.116
H 3.902 0.984 0.974
H 1.587 0.512 -2.163
C -1.760 -0.967 0.143
C -0.871 0.055 0.988
C -1.503 1.412 0.503
C -2.795 1.259 -0.385
C -2.541 -0.268 -0.847
H -1.260 -1.892 -0.288
H -2.465 -1.493 0.912
H 0.134 -0.072 0.808
H -0.982 -0.266 2.109
H -0.761 1.910 -0.163
H -1.454 2.118 1.349
H -2.913 2.004 -1.219
H -3.638 0.982 0.301
H -1.824 -0.232 -1.730
H -3.428 -0.869 -1.135

[8]
29
Properties=species:S:1:pos:R:3 method="wB97M-V/def2-TZVPD" smiles="C[C@@](CC=O)(OC#N)OC(=O)CCCN" lumo_energy_ev=-0.31 homo_ev=-9.25
C -1.530 1.788 -0.323
C -0.384 1.368 -1.415
C -1.148 1.378 -2.903
C -1.678 -0.103 -3.371
O -2.889 -0.592 -3.024
O 0.740 2.308 -1.541
C 0.721 3.350 -0.503
N 0.863 4.084 0.573
O 0.166 0.013 -1.262
C 0.569 -0.279 0.123
O 1.683 0.336 0.570
C -0.395 -1.275 0.997
C 0.323 -1.999 2.278
C 1.851 -2.532 2.017
N 2.849 -1.564 2.684
H -1.186 1.781 0.795
H -2.397 0.973 -0.409
H -2.055 2.830 -0.542
H -2.125 2.047 -2.760
H -0.506 1.880 -3.743
H -1.002 -0.794 -4.038
H -0.941 -2.036 0.262
H -1.268 -0.595 1.442
H 0.206 -1.318 3.249
H -0.329 -2.971 2.518
H 2.084 -2.622 0.850
H 2.009 -3.594 2.516
H 2.290 -0.724 3.022
H 3.480 -1.136 1.941

[9]
26
Properties=species:S:1:pos:R:3 method="wB97M-V/def2-TZVPD" charge=+1 lumo_energy_ev="-4.24 / -4.23" homo_ev="-11.70 / -11.70"
C 1.648 2.614 -0.239
C 2.840 1.889 -0.289
C 0.377 2.083 -0.219
C 2.783 0.535 -0.015
C 0.258 0.699 -0.085
C 1.509 -0.093 0.042
C 0.013 -1.807 0.350
C 2.325 -2.352 0.407
C -3.942 -0.439 -0.556
N -0.787 -0.055 0.158
N 1.262 -1.420 0.176
N -3.243 0.364 0.463
H 1.771 3.625 -0.619
H 3.792 2.424 -0.124
H -0.602 2.598 -0.099
H 3.649 -0.037 0.051
H -0.399 -2.740 0.083
H 2.799 -2.463 -0.604
H 3.138 -2.026 0.964
H 1.853 -3.262 0.975
H -4.843 -0.926 -0.181
H -4.128 0.034 -1.511
H -3.115 -1.040 -0.985
H -1.928 0.163 0.149
H -3.457 0.279 1.468
H -3.573 1.354 0.241

[10]
27
Properties=species:S:1:pos:R:3 method="wB97M-V/def2-TZVPD" charge=+1 multiplicity=3 lumo_energy_ev="-2.36 / -8.03" homo_ev="-8.34 / -13.96"
C 1.714 2.903 0.691
C -0.690 0.753 -1.905
C -1.125 -2.223 1.746
C -2.180 -1.304 1.626
C -0.252 -1.943 0.502
C 0.788 -0.849 0.614
C -0.568 -0.522 0.204
C -0.699 1.603 -3.079
C 1.921 -0.791 -0.368
N 2.165 3.777 -0.015
N -0.671 0.094 -0.957
N -1.566 -0.073 1.113
O 0.985 2.115 1.133
H -0.528 -2.077 2.595
H -1.453 -3.267 1.824
H -2.871 -1.777 0.865
H -2.678 -1.041 2.594
H -0.078 -2.786 -0.160
H 1.015 -0.266 1.527
H -1.680 1.921 -3.347
H 0.036 2.348 -2.872
H -0.424 1.057 -3.936
H 2.928 -1.341 -0.120
H 2.185 0.242 -0.716
H 1.777 -1.167 -1.465
H 3.084 4.201 0.022
H -1.137 0.414 1.885

[11]
28
Properties=species:S:1:pos:R:3 method="wB97M-V/def2-TZVPD" charge=+1 multiplicity=3 lumo_energy_ev="-2.76 / -5.86" homo_ev="-9.36 / -13.10"
C 1.363 1.643 -2.501
C 0.266 0.854 -2.579
C 1.721 2.091 -1.213
C -0.310 0.272 -1.342
C 1.488 1.406 -0.085
C -2.317 0.634 0.079
C 0.152 -2.209 0.281
C 1.429 -1.588 2.705
C 0.754 -0.847 0.569
N 0.746 0.172 -0.290
N -3.402 1.328 0.135
N -1.903 -0.474 0.568
O -1.400 1.092 -0.917
O 1.387 -0.658 1.679
H 1.907 1.948 -3.327
H -0.438 0.777 -3.405
H 2.221 3.029 -1.057
H -0.657 -0.746 -1.461
H 1.952 1.697 0.859
H -0.726 -2.323 0.850
H 0.895 -2.968 0.564
H 0.212 -2.414 -0.777
H 2.240 -1.261 3.274
H 1.658 -2.553 2.256
H 0.477 -1.604 3.128
H -3.963 1.328 1.038
H -3.323 2.295 -0.378
H -2.428 -0.922 1.346

[12]
36
Properties=species:S:1:pos:R:3 method="wB97M-V/def2-TZVPD" charge=-1 multiplicity=3 lumo_energy_ev="1.73 / 1.45" homo_ev="-3.55 / -3.77"
V -1.043 -0.045 0.209
C 0.220 3.117 -1.938
O 0.792 2.228 -0.996
C 2.051 1.724 -1.375
C 2.145 0.230 -1.107
O 1.312 -0.194 -0.023
C 1.687 0.370 1.251
C 0.535 0.182 2.196
O -0.624 0.938 1.743
C -1.777 0.614 2.577
H 0.289 2.719 -2.951
H -0.828 3.215 -1.687
H 0.698 4.102 -1.891
H 2.240 1.880 -2.437
H 2.807 2.262 -0.792
H 1.814 -0.349 -1.955
H 3.184 -0.017 -0.875
H 2.556 -0.144 1.673
H 1.915 1.431 1.152
H 0.302 -0.875 2.289
H 0.816 0.518 3.192
H -2.055 -0.435 2.542
H -1.547 0.824 3.628
H -2.620 1.231 2.327
Se -1.698 0.080 -6.022
Sb -0.371 -0.501 -4.128
Se -1.400 -0.077 -1.920
Se -2.889 0.764 -0.271
Se 1.955 -0.319 -4.830
O -1.166 -1.724 0.468
N -1.768 -2.850 0.304
C -1.566 -3.705 1.305
C -0.804 -3.338 2.460
N -0.205 -2.878 3.329
C -2.216 -4.977 1.258
N -2.742 -6.002 1.297

[13]
27
Properties=species:S:1:pos:R:3 method="wB97M-V/def2-TZVPD" charge=+1 smiles="C[NH+]1CCN(N=C=C=CC=S)CC1" lumo_energy_ev="-4.45 / -4.38" homo_ev="-10.91 / -10.96"
C -0.926 -3.017 0.279
N -1.136 -1.680 -0.339
C 0.193 -1.058 -0.604
C 0.044 0.337 -1.227
N -0.996 1.201 -0.505
N -0.729 2.010 0.440
C 0.458 2.324 0.754
C 1.689 2.230 0.947
C 2.976 2.641 1.220
C 3.954 1.908 0.643
S 3.614 0.423 0.007
C -2.313 0.521 -0.455
C -2.054 -0.770 0.308
H 0.016 -3.458 -0.158
H -0.872 -2.697 1.314
H -1.882 -3.483 0.127
H -1.529 -1.681 -1.380
H 0.789 -1.637 -1.330
H 0.667 -0.902 0.404
H 1.058 0.925 -1.217
H -0.422 0.251 -2.237
H 2.923 3.507 1.999
H 4.966 2.123 0.672
H -2.752 0.523 -1.471
H -3.114 1.083 0.159
H -1.656 -0.375 1.213
H -2.969 -1.248 0.437

[14]
27
Properties=species:S:1:pos:R:3 method="wB97M-V/def2-TZVPD" charge=+1 lumo_energy_ev=-3.88 homo_ev=-11.80
C 2.648 -1.586 -0.594
C 1.667 -2.356 -1.287
C 2.354 -0.269 -0.174
C 0.415 -1.761 -1.607
C 0.112 -0.444 -1.159
C 1.068 0.296 -0.409
C -0.235 2.329 1.171
C -0.586 -2.563 -2.300
C -0.817 3.675 1.122
N -1.162 0.152 -1.359
N -0.546 1.528 2.183
N 0.128 0.391 2.620
S 0.772 2.042 -0.242
H 3.651 -1.937 -0.309
H 1.857 -3.333 -1.858
H 3.096 0.292 0.400
H -0.918 -3.408 -1.556
H -1.503 -2.105 -2.666
H -0.130 -3.050 -3.158
H -0.209 4.182 0.320
H -0.669 4.189 2.077
H -1.837 3.582 0.688
H -1.664 -0.486 -1.921
H -1.105 1.984 3.062
H -1.225 1.035 -1.751
H 0.850 0.052 2.057
H -0.590 -0.329 2.629

[15]
28
Properties=species:S:1:pos:R:3 method="wB97M-V/def2-TZVPD" charge=+1 lumo_energy_ev=-4.48 homo_ev=-12.31
C -2.043 -0.747 -1.131
C -1.541 0.077 1.061
C -3.192 0.008 -1.034
C -2.709 0.849 1.007
C -1.122 -0.641 -0.070
C 0.783 1.353 -0.827
C 0.828 -1.512 2.122
C 2.388 -2.075 0.277
C 0.186 -1.184 -0.180
N -3.408 0.825 -0.021
N 1.207 2.395 -0.240
N 1.062 -1.635 0.713
S 0.550 3.520 -2.918
S 0.456 1.410 -2.436
H -1.733 -1.489 -1.962
H -0.984 0.108 2.033
H -3.904 0.048 -1.880
H -2.882 1.540 1.887
H 1.344 -2.289 2.608
H 1.180 -0.552 2.378
H -0.210 -1.602 2.240
H 2.865 -1.230 -0.335
H 3.075 -2.044 1.115
H 2.515 -3.173 -0.202
H 0.428 -1.500 -1.195
H 1.444 3.262 -0.756
H 1.562 2.389 0.721
H 1.855 3.889 -2.976

[16]
27
Properties=species:S:1:pos:R:3 method="wB97M-V/def2-TZVPD" charge=+1 multiplicity=2 lumo_energy_ev="-4.10 / -7.79" homo_ev="-10.44 / -10.44"
C -3.573 3.434 -0.429
C -1.338 2.627 -3.016
C -2.849 2.792 -1.548
C -3.063 1.516 -2.102
N -1.623 3.323 -1.928
N -2.128 1.436 -3.079
H -0.667 3.091 -3.733
H -1.791 0.577 -3.480
H -3.754 0.689 -1.895
H -2.789 3.282 0.359
H -4.527 3.061 -0.033
H -3.660 4.496 -0.505
C 1.821 -0.707 0.727
C 2.528 -0.952 -0.583
C 1.874 -1.804 1.742
C 3.050 -2.382 2.123
C 1.344 -3.419 3.033
N 0.795 -2.469 2.326
N 2.726 -3.502 2.888
H 2.315 0.160 1.215
H 0.855 -0.240 0.531
H 2.577 -0.070 -1.222
H 4.052 -2.027 1.946
H 0.954 -4.108 3.745
H 3.370 -3.713 3.639
H 2.123 -1.800 -1.220
H 3.532 -1.348 -0.487

[17]
28
Properties=species:S:1:pos:R:3 method="wB97M-V/def2-TZVPD" lumo_energy_ev=0.70 homo_ev=-8.78
C -1.904 -1.507 -0.156
C -0.631 -1.023 -0.009
C -2.719 -0.413 -0.042
C 0.622 -1.788 -0.032
C 0.855 1.240 -0.027
C -4.258 -0.392 -0.053
C 1.389 1.448 1.414
C 0.653 2.529 -0.706
C 3.008 -1.543 -0.069
N -1.992 0.684 0.212
N -0.743 0.333 0.126
N 1.607 0.274 -0.663
N 1.712 -0.960 -0.100
O 0.770 -2.980 -0.011
H -2.270 -2.470 -0.329
H -4.598 -0.869 0.884
H -4.864 0.473 -0.254
H -4.421 -1.124 -0.808
H 0.501 1.818 2.095
H 2.296 2.083 1.376
H 1.751 0.620 1.847
H 1.673 2.860 -1.007
H -0.014 3.271 -0.282
H 0.192 2.387 -1.650
H 3.325 -1.804 1.006
H 2.966 -2.454 -0.708
H 3.842 -0.859 -0.411
H 1.251 0.169 -1.644

no.,E (eV)
1,-84449.5420
2,-55445.7180
3,-11038.1088
4,-14587.5818
5,-16636.0786
6,-16631.3188
7,-16634.1143
8,-20721.8045
9,-14019.7611
10,-16063.0882
11,-18113.7705
12,-315826.8986
13,-24852.9123
14,-24857.5916
15,-35691.2635
16,-15511.0171
17,-17565.3317